A structure of composition C16H21Br4N3O5PPt in a non-equilibrium geometry, computed with ωB97M-V/def2-TZVPD.

* total charge: +1
* electronic energy: -324339.854 eV
* energy above the lowest of the compared OMol25 structures with the same formula, charge and spin: 253.7 kJ/mol
* E_HOMO (alpha / beta): -10.372 / -10.186 eV

Element x y z (Å)
Pt1 0.070 0.101 0.345
Br1 4.834 -5.232 0.511
C1 4.165 -3.472 0.408
C2 5.037 -2.386 0.546
Br2 6.878 -2.663 0.811
C3 4.519 -1.089 0.527
Br3 5.654 0.409 0.764
C4 3.163 -0.858 0.366
O1 2.604 0.365 0.477
C5 2.274 -1.948 0.114
O2 1.057 -1.753 -0.225
C6 2.815 -3.252 0.194
Br4 1.593 -4.668 0.020
O3 -1.658 1.984 1.364
C7 -2.733 1.318 2.039
C8 -3.767 0.872 1.006
C9 -3.142 0.023 -0.113
C10 -2.696 -1.318 0.391
C11 -3.529 -2.426 0.337
C12 -3.074 -3.645 0.811
C13 -1.814 -3.703 1.382
C14 -1.054 -2.550 1.433
N1 -1.471 -1.391 0.923
H1 -0.996 2.251 2.015
H2 -3.195 2.003 2.757
H3 -2.342 0.453 2.582
H4 -4.231 1.755 0.563
H5 -4.542 0.300 1.517
H6 -2.253 0.539 -0.501
H7 -3.864 -0.102 -0.920
H8 -4.512 -2.331 -0.093
H9 -3.694 -4.525 0.745
H10 -1.413 -4.627 1.764
H11 -0.076 -2.555 1.892
N2 3.101 1.667 -1.844
C15 1.780 1.647 -2.459
P1 0.818 2.790 -1.366
O4 1.311 4.180 -1.354
O5 0.638 2.178 0.012
C16 -0.985 2.954 -1.966
N3 -1.451 3.799 -0.842
H12 3.772 1.131 -2.387
H13 2.936 1.012 -0.211
H14 3.434 2.630 -1.806
H15 1.367 0.634 -2.411
H16 1.763 1.994 -3.496
H17 -1.565 2.036 -2.033
H18 -1.046 3.504 -2.903
H19 -1.564 3.194 0.008
H20 -2.293 4.350 -1.023
H21 -0.626 4.420 -0.670

Here are the Löwdin charges for atoms 1 to 8, given in e:
1. Pt 1.12
2. Br 0.75
3. C -0.74
4. C -0.74
5. Br 0.76
6. C -0.62
7. Br 0.80
8. C -0.32



A structure of composition C16H21BrF2IrN2O3S2 in a non-equilibrium geometry, computed with ωB97M-V/def2-TZVPD.

* total charge: +2
* electronic energy: -126022.741 eV
* expectation value of S²: 0.809
* E_HOMO (alpha / beta): -13.918 / -13.917 eV
* 2S+1: 2

Element x y z (Å)
Ir1 -0.450 -1.414 -0.471
Br1 6.135 0.641 -3.813
C1 5.464 -0.143 -2.217
C2 6.346 -0.595 -1.235
C3 5.846 -1.165 -0.079
C4 4.475 -1.299 0.100
C5 3.598 -0.839 -0.890
C6 4.088 -0.253 -2.051
C7 2.137 -0.981 -0.712
O1 1.348 -0.591 -1.622
O2 1.650 -1.477 0.333
H1 7.411 -0.500 -1.383
H2 6.533 -1.504 0.680
H3 4.065 -1.754 0.989
H4 3.412 0.103 -2.814
C8 -3.170 -2.924 2.577
N1 -3.177 -1.503 2.727
C9 -3.268 -0.853 4.025
C10 -3.357 0.641 3.674
N2 -3.075 0.637 2.247
C11 -3.079 -0.602 1.759
S1 -3.071 -0.972 0.087
H5 -2.474 -3.365 3.295
H6 -2.869 -3.183 1.562
H7 -4.161 -3.347 2.761
H8 -2.375 -1.086 4.613
H9 -4.140 -1.213 4.576
H10 -2.628 1.241 4.216
H11 -4.355 1.047 3.863
H12 -3.085 1.466 1.677
O3 -0.882 0.798 -0.291
S2 0.146 1.709 -0.966
C12 -0.407 3.412 -0.516
C13 -0.530 4.146 -1.837
C14 -1.231 3.178 -2.783
C15 -0.473 1.864 -2.685
H13 0.326 3.845 0.160
H14 -1.366 3.323 -0.010
H15 0.457 4.410 -2.222
H16 -1.104 5.062 -1.703
H17 -1.228 3.549 -3.808
H18 -2.269 3.045 -2.475
H19 0.405 1.854 -3.325
H20 -1.073 0.975 -2.880
F1 -2.351 -3.883 -0.992
C16 -1.062 -3.514 -0.878
F2 -0.660 -3.940 0.369
H21 -0.469 -4.048 -1.631

Here are the Löwdin charges for atoms 1 to 8, given in e:
1. Ir 1.39
2. Br 0.80
3. C -0.64
4. C -0.07
5. C -0.03
6. C 0.01
7. C -0.14
8. C -0.05



A structure of composition C16H21CaN2O3 in a non-equilibrium geometry, computed with ωB97M-V/def2-TZVPD.

* total charge: -1
* electronic energy: -44497.418 eV
* energy above the lowest of the compared OMol25 structures with the same formula, charge and spin: 0.0 kJ/mol
* E_HOMO (alpha / beta): -3.215 / -3.216 eV

Element x y z (Å)
Ca1 -1.112 -0.234 -0.263
C1 -1.126 -4.898 -0.593
C2 -0.534 -3.534 -0.583
O1 -1.314 -2.565 -0.224
C3 0.828 -3.468 -0.909
C4 1.668 -2.346 -0.883
C5 3.095 -2.684 -1.131
N1 1.246 -1.072 -0.648
N2 2.212 -0.174 -0.661
C6 1.755 1.071 -0.343
O2 0.557 1.283 0.080
C7 2.767 2.112 -0.435
C8 4.069 1.979 -0.967
C9 4.932 3.095 -1.031
C10 4.552 4.376 -0.673
C11 3.304 4.460 -0.092
C12 2.434 3.366 -0.029
H1 -1.615 -5.006 0.404
H2 -0.451 -5.724 -0.859
H3 -2.071 -4.845 -1.176
H4 1.280 -4.437 -1.178
H5 3.160 -3.324 -2.058
H6 3.385 -3.300 -0.275
H7 3.612 -1.762 -1.300
H8 4.489 1.049 -1.344
H9 5.947 2.940 -1.347
H10 5.250 5.228 -0.735
H11 2.966 5.449 0.335
H12 1.474 3.610 0.426
C13 -3.626 -0.579 1.834
C14 -3.816 0.641 0.951
C15 -3.473 1.772 1.910
C16 -5.240 0.814 0.380
O3 -2.961 0.634 -0.260
H13 -4.270 -0.528 2.782
H14 -2.632 -0.703 2.231
H15 -3.880 -1.593 1.403
H16 -4.048 1.824 2.846
H17 -3.584 2.719 1.371
H18 -2.397 1.720 2.278
H19 -6.045 0.780 1.171
H20 -5.457 0.031 -0.344
H21 -5.327 1.823 -0.062

Here are the Löwdin charges for atoms 1 to 8, given in e:
1. Ca 1.47
2. C -0.07
3. C -0.52
4. O -0.23
5. C -0.08
6. C -0.34
7. C -0.07
8. N -0.08



An isolated molecule of C16H21ClN2O, computed with ωB97M-V/def2-TZVPD.

* SMILES: Cc1cc(Cl)cc(C)c1OCCCCCn1ccnc1
* electronic energy: -34483.231 eV
* energy above the lowest of the compared OMol25 structures with the same formula, charge and spin: 0.0 kJ/mol
* E_HOMO: -8.596 eV

Element x y z (Å)
C1 -2.287 1.495 2.090
C2 -2.632 0.512 1.012
C3 -3.894 -0.067 0.986
C4 -4.209 -0.994 0.011
Cl1 -5.786 -1.703 -0.015
C5 -3.276 -1.373 -0.939
C6 -2.012 -0.804 -0.937
C7 -0.989 -1.225 -1.948
C8 -1.700 0.151 0.036
O1 -0.427 0.697 0.062
C9 -0.317 1.991 -0.515
C10 0.991 2.641 -0.066
C11 2.229 2.141 -0.815
C12 2.420 0.626 -0.787
C13 2.632 0.069 0.624
N1 2.664 -1.368 0.599
C14 1.584 -2.193 0.739
C15 2.053 -3.462 0.553
N2 3.387 -3.431 0.300
C16 3.719 -2.170 0.329
H1 -1.209 1.551 2.223
H2 -2.658 2.489 1.838
H3 -2.745 1.198 3.031
H4 -4.624 0.203 1.732
H5 -3.534 -2.111 -1.683
H6 -1.414 -1.940 -2.646
H7 -0.138 -1.689 -1.449
H8 -0.623 -0.367 -2.509
H9 -1.164 2.612 -0.196
H10 -0.349 1.919 -1.612
H11 0.905 3.718 -0.226
H12 1.106 2.475 1.006
H13 3.109 2.627 -0.387
H14 2.154 2.455 -1.858
H15 1.542 0.143 -1.213
H16 3.282 0.364 -1.406
H17 3.570 0.442 1.045
H18 1.802 0.371 1.264
H19 0.609 -1.812 0.964
H20 1.520 -4.391 0.589
H21 4.711 -1.794 0.171

Here are the Löwdin charges for atoms 1 to 8, given in e:
1. C -0.03
2. C -0.19
3. C -0.07
4. C -0.67
5. Cl 0.67
6. C -0.07
7. C -0.18
8. C -0.02



A structure of composition C16H21F9FeN4OSb in a non-equilibrium geometry, computed with ωB97M-V/def2-TZVPD.

* total charge: +2
* electronic energy: -90308.920 eV
* energy above the lowest of the compared OMol25 structures with the same formula, charge and spin: 14.2 kJ/mol
* expectation value of S²: 8.768
* E_HOMO (alpha / beta): -15.283 / -15.574 eV
* 2S+1: 6

Element x y z (Å)
Fe1 0.687 0.085 -0.676
N1 4.574 -0.159 -1.691
C1 4.881 0.727 -0.675
C2 3.714 1.001 -0.042
N2 2.705 0.283 -0.657
C3 3.262 -0.398 -1.647
C4 2.384 -1.205 -2.482
N3 1.092 -1.202 -2.191
C5 0.461 -1.991 -3.136
C6 1.402 -2.474 -3.986
N4 2.613 -1.963 -3.557
H1 5.242 -0.541 -2.344
H2 5.884 1.079 -0.506
H3 3.536 1.658 0.792
H4 -0.603 -2.151 -3.144
H5 1.324 -3.116 -4.845
H6 3.502 -2.141 -4.000
C7 -1.485 -2.905 3.732
C8 -0.192 -2.800 2.930
Sb1 -0.333 -1.110 1.639
C9 -2.380 -0.970 1.081
C10 -2.819 -2.154 0.222
C11 0.099 0.647 2.776
C12 -0.727 0.740 4.063
H7 -1.390 -3.756 4.410
H8 -2.352 -3.092 3.099
H9 -1.681 -2.024 4.340
H10 -0.011 -3.671 2.304
H11 0.692 -2.623 3.540
H12 -2.484 -0.021 0.564
H13 -2.938 -0.905 2.016
H14 -2.292 -2.181 -0.734
H15 -3.884 -2.074 0.002
H16 -2.662 -3.114 0.717
H17 -0.110 1.480 2.108
H18 1.170 0.624 2.982
H19 -1.799 0.698 3.867
H20 -0.527 1.694 4.553
H21 -0.467 -0.047 4.770
F1 -0.747 3.593 0.781
C13 -1.713 3.195 -0.057
F2 -2.441 2.272 0.598
F3 -2.488 4.221 -0.346
C14 -1.081 2.552 -1.331
O1 -0.332 1.459 -0.962
C15 -2.190 2.059 -2.315
F4 -1.633 1.457 -3.368
F5 -2.958 3.049 -2.732
F6 -2.959 1.143 -1.701
C16 -0.114 3.555 -2.036
F7 0.883 3.883 -1.207
F8 0.436 2.977 -3.107
F9 -0.751 4.654 -2.409

Here are the Löwdin charges for atoms 1 to 8, given in e:
1. Fe 0.92
2. N 0.16
3. C -0.01
4. C -0.05
5. N 0.01
6. C -0.24
7. C -0.24
8. N 0.01